[1]
{"formula": "C8H12", "method": "ωB97M-V/def2-TZVPD", "e_above_lowest_kj_mol": 241.9, "orbital_gap_ev": 8.92, "smiles": "C=CC(=C)C(=C)CC", "e_tot_ha": -311.8943, "largest_force_ev_per_a": 5.33, "symbols": ["C", "C", "C", "C", "C", "C", "C", "C", "H", "H", "H", "H", "H", "H", "H", "H", "H", "H", "H", "H"], "positions_angstrom": [[-1.31014, 1.97024, -0.81686], [-1.09529, 1.15064, 0.46485], [-0.81580, -0.34039, 0.39181], [-1.40307, -1.28965, 1.19618], [0.70415, -2.22677, -0.46397], [0.38257, -0.81851, -0.40428], [1.40629, 0.29380, -0.62808], [2.41117, 0.69373, 0.21713], [-0.68703, 1.79140, -1.64152], [-2.35578, 1.91592, -1.10574], [-1.22422, 3.04854, -0.59995], [-0.27680, 1.60774, 1.11808], [-2.10591, 1.10553, 0.94198], [-2.32268, -0.95685, 1.67486], [-1.21639, -2.39373, 1.25143], [-0.02238, -3.00932, -0.36550], [1.65096, -2.46330, -0.94710], [1.20671, 1.02577, -1.39815], [2.83298, 0.09805, 1.02351], [2.84126, 1.63168, 0.30745]], "nbo_charge": [-0.609, -0.449, -0.014, -0.379, -0.370, -0.054, -0.213, -0.371, 0.205, 0.210, 0.213, 0.231, 0.219, 0.187, 0.211, 0.199, 0.201, 0.202, 0.188, 0.193]}

=====

[2]
{"formula": "C8H12", "method": "ωB97M-V/def2-TZVPD", "e_above_lowest_kj_mol": 121.2, "orbital_gap_ev": 9.96, "smiles": "C#C[C@@H](C)/C(C)=C\\C", "e_tot_ha": -311.9402, "largest_force_ev_per_a": 0.67, "symbols": ["C", "C", "C", "C", "C", "C", "C", "C", "H", "H", "H", "H", "H", "H", "H", "H", "H", "H", "H", "H"], "positions_angstrom": [[-0.39535, 0.14983, 0.76482], [-1.75033, 0.79729, 1.05528], [-0.91601, 0.54940, -1.73156], [1.55523, -1.93249, -0.04489], [-0.16333, -0.22099, -0.69066], [0.72387, -1.15211, -1.01759], [0.68048, 1.04533, 1.16415], [1.59309, 1.77013, 1.43870], [-0.31556, -0.76028, 1.37228], [0.87982, -1.38232, -2.06246], [-2.55771, 0.12202, 0.77431], [-1.83049, 1.00998, 2.12047], [-1.86393, 1.73287, 0.51496], [-0.57508, 0.27388, -2.72694], [-1.98697, 0.35437, -1.66824], [-0.75770, 1.61975, -1.59577], [0.94328, -2.62549, 0.53564], [2.04877, -1.25814, 0.65912], [2.31442, -2.50785, -0.56656], [2.37354, 2.41476, 1.70490]], "nbo_charge": [-0.347, -0.585, -0.636, -0.660, 0.036, -0.178, 0.004, -0.243, 0.238, 0.195, 0.210, 0.219, 0.213, 0.219, 0.212, 0.215, 0.214, 0.226, 0.218, 0.230]}

=====

[3]
{"formula": "C8H12", "method": "ωB97M-V/def2-TZVPD", "e_above_lowest_kj_mol": 257.5, "orbital_gap_ev": 9.18, "smiles": "C=C[C@@]12C[C@@]1(C)[C@H]2C", "e_tot_ha": -311.8883, "largest_force_ev_per_a": 5.46, "symbols": ["C", "C", "C", "C", "C", "C", "C", "C", "H", "H", "H", "H", "H", "H", "H", "H", "H", "H", "H", "H"], "positions_angstrom": [[0.60240, -1.34906, 1.09067], [-0.18571, -0.66325, 0.06437], [0.52749, -0.92540, 2.33858], [-0.22216, -1.12177, -1.36661], [-0.68148, 0.78070, -0.01134], [0.37334, 0.26688, -1.04299], [-2.14446, 0.96457, -0.18502], [1.63326, 0.92529, -1.00294], [1.22959, -2.10630, 0.78720], [1.30789, -1.24189, 3.00066], [-0.21979, -0.24617, 2.76937], [0.63289, -1.70269, -1.43920], [-1.13640, -1.39659, -1.99242], [-0.22262, 1.45689, 0.65491], [-2.58829, 0.48623, 0.69010], [-2.46242, 0.61831, -1.12154], [-2.39110, 2.04668, -0.24818], [1.84544, 1.41046, -0.00073], [1.71188, 1.66974, -1.81572], [2.39025, 0.12735, -1.16916]], "nbo_charge": [-0.188, -0.089, -0.403, -0.386, -0.189, 0.013, -0.614, -0.628, 0.199, 0.190, 0.200, 0.196, 0.216, 0.202, 0.215, 0.213, 0.203, 0.221, 0.223, 0.207]}

=====

[4]
{"formula": "C8H12", "method": "ωB97M-V/def2-TZVPD", "e_above_lowest_kj_mol": 556.4, "orbital_gap_ev": 9.14, "smiles": "C=C1C[C@H](C)[C@H]2C[C@H]12", "e_tot_ha": -311.7745, "largest_force_ev_per_a": 4.22, "symbols": ["C", "C", "C", "C", "C", "C", "C", "C", "H", "H", "H", "H", "H", "H", "H", "H", "H", "H", "H", "H"], "positions_angstrom": [[0.99211, 1.27805, -1.98341], [0.37421, 0.88975, -0.60031], [-1.15706, 0.32200, -0.52496], [-1.12940, -0.80957, 0.56368], [-2.25153, -1.62698, 0.79229], [0.03038, -0.44784, 1.38688], [1.55579, -0.57444, 1.53309], [1.07470, -0.17481, 0.19434], [0.50672, 2.07171, -2.49674], [1.00543, 0.42424, -2.78778], [1.94983, 1.84378, -1.91674], [0.45215, 1.82062, 0.05572], [-1.48774, -0.38021, -1.36703], [-1.89883, 0.96988, -0.14799], [-1.96412, -2.50973, 1.50548], [-3.33621, -1.60989, 0.45269], [-0.19150, 0.33260, 2.23663], [1.99892, 0.45944, 1.99170], [2.36497, -1.41082, 1.78226], [1.11120, -0.86781, -0.66977]], "nbo_charge": [-0.627, -0.205, -0.460, 0.036, -0.437, -0.339, -0.368, -0.229, 0.218, 0.206, 0.221, 0.200, 0.227, 0.228, 0.201, 0.222, 0.246, 0.221, 0.236, 0.202]}